Formula: C5H14O3
Source: OMol25
Level of theory: ωB97M-V/def2-TZVPD

As for the HOMO energy: -0.336 hartree. The total energy comes out at -424.48293 Ha. Its spin multiplicity is 1. The energy above the lowest of the compared OMol25 structures with the same formula, charge and spin comes out at 323.7 kJ/mol.

Geometry (Å):
C 1.300 0.131 -0.105
C 0.884 -1.329 -0.292
C 2.411 0.263 0.946
O 1.808 0.535 -1.397
O 0.255 0.958 0.270
H 2.064 1.462 -1.313
H -1.023 0.540 0.858
H 0.482 -1.720 0.642
H 0.122 -1.401 -1.069
H 2.692 1.313 1.043
H 2.056 -0.085 1.915
H 3.286 -0.317 0.650
H 1.736 -1.939 -0.594
C -2.600 -0.779 0.753
C -1.241 1.232 -1.168
O -2.052 0.526 0.735
H -1.998 -1.490 0.179
H -3.603 -0.743 0.321
H -2.680 -1.140 1.783
H -1.327 2.263 -0.865
H -2.153 0.736 -1.470
H -0.419 0.985 -1.823

Löwdin atomic charge list, values in e, 2 entries:
1 C -0.722
2 C -0.015